C21H50CdN2O6 as an isolated structure. Source: the Open Molecules 2025 dataset; level of theory: ωB97M-V/def2-TZVPD.

Cartesian coordinates (Å):
Cd  -0.073  -0.670  -1.036
C  3.896  3.991  -4.554
C  2.869  4.370  -3.451
C  2.835  5.927  -3.273
C  2.047  6.635  -4.337
C  0.671  6.067  -4.552
C  0.630  4.557  -4.792
N  1.520  3.821  -3.758
O  1.455  2.350  -3.727
C  1.109  4.290  -6.287
C  -0.882  4.063  -4.601
C  3.490  3.985  -2.024
H  3.976  2.911  -4.434
H  4.951  4.201  -4.379
H  3.620  4.246  -5.577
H  3.847  6.330  -3.299
H  2.358  6.321  -2.375
H  2.575  6.671  -5.290
H  1.864  7.683  -4.100
H  0.291  6.659  -5.385
H  0.173  6.331  -3.619
H  0.311  4.436  -7.015
H  1.567  3.326  -6.509
H  1.944  4.927  -6.580
H  -1.171  4.397  -3.604
H  -1.055  3.000  -4.766
H  -1.470  4.695  -5.266
H  2.979  4.371  -1.142
H  4.559  4.155  -1.892
H  3.367  2.921  -1.823
C  -1.770  -1.059  5.095
C  -2.396  -2.478  5.025
C  -3.582  -2.418  5.984
C  -4.516  -3.569  5.871
C  -4.986  -3.694  4.417
C  -3.884  -3.759  3.294
N  -2.933  -2.681  3.571
O  -1.842  -2.574  2.572
C  -4.558  -3.667  1.936
C  -3.329  -5.235  3.291
C  -1.322  -3.527  5.440
H  -1.599  -0.837  6.148
H  -2.414  -0.272  4.700
H  -0.771  -1.001  4.663
H  -4.148  -1.551  5.642
H  -3.313  -2.258  7.028
H  -5.432  -3.418  6.443
H  -4.043  -4.497  6.192
H  -5.573  -2.810  4.168
H  -5.586  -4.603  4.371
H  -5.109  -2.733  1.827
H  -5.337  -4.410  1.763
H  -3.995  -3.773  1.008
H  -2.919  -5.446  4.279
H  -2.448  -5.178  2.651
H  -3.883  -6.048  2.822
H  -0.694  -3.945  4.654
H  -1.746  -4.371  5.985
H  -0.565  -3.178  6.142
C  3.959  -4.342  0.714
C  4.054  -2.807  0.980
C  5.458  -2.330  1.281
O  3.521  -2.160  -0.123
H  4.536  -4.657  -0.155
H  2.925  -4.681  0.654
H  4.285  -4.766  1.664
H  3.465  -2.629  1.880
H  5.811  -2.859  2.166
H  5.464  -1.301  1.640
H  6.202  -2.414  0.489
H  4.214  -2.324  -0.767
O  -3.242  -0.197  -2.111
H  -3.936  0.156  -1.554
H  -3.706  -0.607  -2.841
O  -0.286  1.996  0.667
H  -0.481  2.265  1.564
H  -0.408  2.791  0.147
O  -0.394  -3.442  -2.994
H  0.024  -3.503  -3.853
H  -1.021  -4.165  -2.981

E_HOMO ... -0.1923 hartree
Energy ... -42406.0640 eV
2S+1 ... 1
Total charge ... 0
Lowest unoccupied orbital energy ... -3.496 eV